#a
14 unconnected molecules or ions with the total composition C6H42N2O13. Source: the OMol25 dataset; level of theory: ωB97M-V with the def2-TZVPD basis set.

Last column: Mulliken charge in e.
Cartesian coordinates (Å):
N  0.83672  -2.34316  1.83534  -0.450
C  0.92930  -0.93859  1.51337  0.655
C  1.09589  0.06390  2.62374  -1.408
N  1.02045  1.46248  2.00439  0.810
C  2.19656  2.28677  2.39245  -0.778
C  2.16712  3.63129  1.62087  -0.916
C  -0.25852  2.11765  2.38366  -0.918
C  -1.00002  2.12213  0.97124  -0.380
H  -0.10568  -2.62353  1.88605  0.228
H  1.44346  -2.60263  2.58048  0.231
H  0.01216  -0.72542  0.98721  -0.113
H  1.77942  -0.70664  0.79666  -0.091
H  2.09260  -0.08455  3.11033  0.453
H  0.54454  0.00265  3.56808  0.327
H  3.01007  1.64996  2.08506  0.438
H  2.16732  2.44475  3.49322  0.411
H  2.60317  4.49996  2.20271  0.288
H  2.72376  3.65624  0.65435  0.282
H  1.15594  3.74465  1.22325  0.197
H  -0.19867  3.18385  2.69761  0.349
H  -0.86261  1.54851  3.01426  0.204
H  -1.87627  2.75324  0.77700  0.488
H  -0.34365  2.39805  0.13280  0.094
H  -1.23071  1.05930  0.83498  -0.087
H  4.45061  -2.18236  -2.47414  0.296
H  3.56127  -1.37302  -3.35281  0.332
O  3.95688  -2.25780  -3.29673  -0.610
H  -1.33291  0.65150  -3.15626  0.421
H  -0.04586  1.29350  -3.55906  0.126
O  -0.37841  0.44824  -3.23811  -0.600
H  0.73349  -1.92510  -2.78232  0.247
H  1.99682  -1.38203  -1.95013  0.140
O  1.30272  -2.06330  -2.02843  -0.336
H  0.73171  -4.46836  -2.37749  0.321
H  0.62800  -3.72737  -0.93766  0.301
O  0.15677  -4.15822  -1.66445  -0.697
H  -3.17977  0.55200  -2.67930  0.389
H  -3.21759  1.73899  -3.71811  0.278
O  -2.85680  1.47779  -2.86569  -0.681
H  -1.92591  -2.25924  0.21436  0.378
H  -3.08845  -1.37683  0.34838  0.221
O  -2.45633  -1.82521  0.91015  -0.633
H  0.64401  0.77142  -1.37430  0.440
H  1.22804  1.13451  -0.02769  0.171
O  1.21873  1.42911  -0.94217  -0.749
H  -0.99452  -3.21326  -1.53866  0.509
H  -2.36231  -3.60806  -1.93385  0.289
O  -1.98814  -2.86336  -1.44123  -0.914
H  4.18521  0.21599  -1.41277  0.290
H  2.85340  0.76200  -1.31645  0.248
O  3.27979  -0.07039  -1.59941  -0.617
H  -4.00146  -1.63396  3.06274  0.266
H  -2.63352  -2.14935  2.52923  0.466
O  -3.24635  -2.18182  3.32383  -0.681
H  -3.28904  -1.41952  -3.87689  0.356
H  -2.56896  -1.63354  -2.62336  0.374
O  -3.33659  -1.09033  -2.94930  -0.677
H  -0.89197  4.21975  -3.38884  0.314
H  -0.04198  2.88981  -2.96542  0.352
O  -0.17198  3.56270  -3.64741  -0.650
H  -2.69648  -0.93143  4.97436  0.359
H  -1.61075  0.10559  5.02367  0.311
O  -2.51372  -0.05995  5.34257  -0.664

Values from the calculation:
LUMO	0.031	eV
HOMO level	-9.1	eV

---

#b
14 unconnected molecules or ions with the total composition C6H42N2O13. Source: the OMol25 dataset; level of theory: ωB97M-V with the def2-TZVPD basis set.

Last column: Mulliken charge in e.
Cartesian coordinates (Å):
C  0.36176  0.36587  0.95691  0.198
N  -0.99893  0.66700  1.47859  0.015
C  -1.98068  -0.16506  0.79155  -1.029
C  -1.06896  0.39245  2.91539  -1.024
C  0.73870  1.28892  -0.21976  -0.498
C  1.04229  0.54036  -1.51386  0.241
C  2.40258  -0.13848  -1.56677  -0.756
N  3.46070  0.87057  -1.38039  -0.513
H  0.41273  -0.67484  0.63864  0.109
H  1.10487  0.50728  1.74222  -0.279
H  -1.91298  0.04036  -0.27787  -0.009
H  -2.99532  0.09545  1.09748  0.632
H  -1.86892  -1.23901  0.96433  0.500
H  -0.43976  1.07896  3.48411  0.294
H  -2.09962  0.51063  3.25244  0.319
H  -0.70303  -0.61056  3.17126  0.324
H  -0.05786  2.00429  -0.39769  -0.059
H  1.58178  1.92660  0.05849  0.858
H  0.28185  -0.22622  -1.67667  -0.665
H  0.90961  1.22836  -2.34830  0.409
H  2.43810  -0.95280  -0.83532  0.151
H  2.53233  -0.56467  -2.56026  0.498
H  4.36029  0.53203  -1.70004  0.232
H  3.51658  1.20109  -0.42753  0.177
H  -3.32642  0.45665  -2.61046  0.463
H  -3.71262  1.08361  -1.24324  0.298
O  -4.02507  0.46327  -1.90806  -0.818
H  -3.95529  -1.31846  -1.67798  0.448
H  -3.88556  -2.52274  -0.70045  0.283
O  -3.70733  -2.27966  -1.60614  -0.736
H  2.50446  0.57489  5.38699  0.317
H  2.16835  1.01738  3.93673  0.365
O  2.89722  0.86490  4.56890  -0.729
H  -1.38488  -0.47667  -3.15201  0.316
H  -1.80564  0.34992  -4.41291  0.231
O  -1.72394  0.41468  -3.45917  -0.637
H  1.71285  -4.75900  2.20065  0.297
H  2.55172  -3.54069  1.91263  0.418
O  1.60735  -3.86115  1.87244  -0.695
H  5.61386  -0.63618  3.99649  0.295
H  4.17609  -0.07732  3.80599  0.406
O  4.83572  -0.71561  3.43637  -0.685
H  2.53501  2.79635  -2.18549  0.397
H  1.15835  3.47675  -2.40493  0.339
O  2.12327  3.61072  -2.53384  -0.704
H  -1.35612  2.04769  -2.73284  0.373
H  -1.75579  2.90460  -1.48700  0.441
O  -1.23119  2.93288  -2.31324  -0.703
H  -1.81980  2.25658  0.66544  0.468
H  -2.53755  3.64889  0.56336  0.270
O  -2.51366  2.77089  0.17859  -0.824
H  0.67421  -3.58586  0.36174  0.374
H  0.21302  -4.53758  -0.79914  0.233
O  0.10572  -3.63319  -0.45318  -0.630
H  -4.00966  2.03500  0.95520  0.358
H  -5.46473  1.60302  0.62843  0.313
O  -4.84850  1.70271  1.35943  -0.668
H  -2.02484  -2.33129  -2.29386  0.462
H  -0.53202  -2.48756  -1.82143  0.264
O  -1.09262  -2.12108  -2.56948  -0.711
H  4.36542  -2.29609  2.64947  0.413
H  4.47391  -2.51043  1.13990  0.302
O  4.18111  -2.96140  1.93904  -0.735

Values from the calculation:
LUMO	-0.123	eV
HOMO level	-9.5	eV

---

Relative energies with respect to the most stable structure, expressed in kcal/mol: #a 77.2; #b 0.0.

---

#a
A single C4H4N2 molecule. Source: the OMol25 dataset; level of theory: ωB97M-V with the def2-TZVPD basis set.

Last column: Mulliken charge in e.
Cartesian coordinates (Å):
N  -1.21568  -0.87223  -0.37307  -0.630
C  -0.46561  0.12925  0.37917  0.342
C  1.00092  -0.01639  0.26720  -0.710
C  2.17384  -0.23776  0.11633  0.136
C  -0.88013  1.48324  -0.05100  0.070
N  -1.19509  2.54319  -0.38644  -0.384
H  -0.91645  -0.84680  -1.34465  0.290
H  -0.96108  -1.78952  -0.01670  0.252
H  -0.75579  0.03621  1.43328  0.221
H  3.21506  -0.42919  -0.02412  0.413

Values from the calculation:
LUMO	0.675	eV
SMILES string	C#C[C@H](N)C#N
HOMO level	-10.4	eV

---

#b
3 unconnected molecules or ions with the total composition C4H4N2. Source: the OMol25 dataset; level of theory: ωB97M-V with the def2-TZVPD basis set.

Last column: Mulliken charge in e.
Cartesian coordinates (Å):
C  -1.97652  0.06490  1.21384  -0.353
C  -1.16839  0.25488  2.07228  -0.430
C  -0.18920  -0.20749  -2.45242  -0.003
C  2.31149  -0.00680  0.23156  0.008
N  -1.08012  -0.40886  -1.77618  -0.275
N  1.72864  0.38940  1.12474  -0.281
H  -2.67376  -0.09826  0.44718  0.408
H  -0.44588  0.41819  2.81385  0.396
H  0.65380  -0.02845  -3.06711  0.270
H  2.83994  -0.37751  -0.60775  0.260

Values from the calculation:
LUMO	0.593	eV
SMILES string	C#C.C#N.C#N
HOMO level	-9.9	eV

---

#c
A single C4H4N2 molecule. Source: the OMol25 dataset; level of theory: ωB97M-V with the def2-TZVPD basis set.

Last column: Mulliken charge in e.
Cartesian coordinates (Å):
C  0.66304  0.81834  -0.10042  -0.210
C  1.31832  -0.40869  0.05745  -0.162
N  0.69434  -1.57577  0.13348  -0.368
N  -0.61992  -1.61025  -0.06174  -0.368
C  -1.29706  -0.47082  -0.03686  -0.162
C  -0.69902  0.79078  0.06868  -0.212
H  1.20022  1.73014  -0.34399  0.349
H  2.38911  -0.43442  0.23026  0.391
H  -2.36534  -0.55385  -0.20756  0.392
H  -1.27662  1.68652  0.27692  0.349

Values from the calculation:
LUMO	0.385	eV
SMILES string	c1ccnnc1
HOMO level	-9.4	eV

---

Relative energies with respect to the most stable structure, expressed in kcal/mol: #a 24.9; #b 58.2; #c 0.0.

---

#a
2 unconnected molecules or ions with the total composition C4H4N2. Source: the OMol25 dataset; level of theory: ωB97M-V with the def2-TZVPD basis set.

Last column: Mulliken charge in e.
Cartesian coordinates (Å):
C  -2.00547  -0.40337  0.56347  0.089
C  2.03347  -0.38636  -0.56897  0.061
C  -1.34053  0.51200  -0.23956  -0.298
C  1.30497  0.47082  0.24529  -0.267
N  -1.80705  -0.85606  -0.61683  -0.403
N  1.80259  -0.88871  0.58600  -0.409
H  -2.41072  -0.67671  1.51116  0.309
H  2.48929  -0.59476  -1.50763  0.310
H  -1.58109  1.43319  -0.71813  0.304
H  1.51455  1.38995  0.74520  0.304

Values from the calculation:
LUMO (spin up / spin down)	0.844 / 0.840	eV
HOMO level (spin up / spin down)	-7.6 / -7.6	eV

---

#b
A single C4H4N2 molecule. Source: the OMol25 dataset; level of theory: ωB97M-V with the def2-TZVPD basis set.

Last column: Mulliken charge in e.
Cartesian coordinates (Å):
C  0.96557  -1.30770  -0.62510  -0.724
C  -0.83410  1.36719  1.27488  -0.888
N  -0.06047  -0.32748  -0.36456  -0.167
C  -0.23222  0.36059  0.68498  0.820
C  -1.44213  1.66467  0.02837  0.163
N  -1.33410  1.06072  -1.08923  -0.362
H  -0.76883  1.91893  2.19281  0.351
H  0.52388  -2.15603  -1.15757  0.260
H  1.76133  -0.87982  -1.23748  0.284
H  1.42107  -1.70107  0.29290  0.263

Values from the calculation:
LUMO (spin up / spin down)	-1.382 / -1.383	eV
HOMO level (spin up / spin down)	-8.9 / -8.9	eV

---

Relative energies with respect to the most stable structure, expressed in kcal/mol: #a 34.0; #b 0.0.